[1]
Formula: C33H51BrN8O4Rb
Source: the OMol25 dataset
Level of theory: ωB97M-V/def2-TZVPD

Properties
DFT total energy: -4624.92614 Eh
net charge: +1
energy relative to the best compared isomer or geometry (same formula, charge and spin): 23.3 kcal per mole
E_HOMO: -9.079 eV
E_LUMO: -2.07 eV
frontier orbital gap: 7.0 eV

CARTESIAN COORDINATES (ANGSTROEM)
1 Rb 0.1617 1.8099 -0.7548
2 C -2.3427 3.6485 3.1766
3 O -1.6353 3.6284 1.9429
4 C -1.6712 4.9103 1.3312
5 C -1.2507 4.8295 -0.1101
6 O 0.1454 4.5774 -0.2250
7 C 0.6861 5.0726 -1.4435
8 C 2.1532 4.7434 -1.5490
9 O 2.3477 3.3474 -1.7124
10 C 3.6840 3.0395 -2.0763
11 H -3.3978 3.8870 3.0143
12 H -1.9191 4.3973 3.8539
13 H -2.2388 2.6656 3.6274
14 H -1.0259 5.6033 1.8818
15 H -2.6955 5.2995 1.3521
16 H -1.4864 5.7845 -0.5920
17 H -1.8302 4.0423 -0.6127
18 H 0.5875 6.1635 -1.4662
19 H 0.1436 4.6625 -2.3056
20 H 2.6828 5.0968 -0.6569
21 H 2.5527 5.2789 -2.4176
22 H 3.9517 3.5252 -3.0183
23 H 3.7516 1.9610 -2.2002
24 H 4.3861 3.3595 -1.3004
25 Br -5.2711 -5.6612 -1.5838
26 C -4.7370 -4.4421 -2.9338
27 C -5.2266 -3.1466 -2.9119
28 C -4.8112 -2.2435 -3.8777
29 C -3.9167 -2.6447 -4.8637
30 C -3.4910 -3.9661 -4.9144
31 C -3.8797 -4.8657 -3.9349
32 N -3.4914 -1.7857 -5.9306
33 N -2.9841 -0.6763 -5.7135
34 C -2.7151 -0.2493 -4.3653
35 C -3.3086 0.8893 -3.8967
36 C -3.1412 1.3081 -2.5705
37 C -2.3467 0.6055 -1.6618
38 O -2.2284 0.9329 -0.4189
39 C -1.5645 -0.4913 -2.2139
40 N -0.6169 -1.0576 -1.4138
41 C 0.0849 -2.0616 -1.8808
42 C -0.0643 -2.5798 -3.1785
43 C -0.9802 -2.0046 -4.0100
44 C -1.7726 -0.9280 -3.5495
45 H -5.9257 -2.8431 -2.1451
46 H -5.1900 -1.2314 -3.8624
47 H -2.8470 -4.2803 -5.7262
48 H -3.5331 -5.8895 -3.9566
49 H -3.9680 1.4449 -4.5536
50 H -3.6893 2.1711 -2.2116
51 H 0.8287 -2.4871 -1.2134
52 H 0.5523 -3.4064 -3.5042
53 H -1.0913 -2.3542 -5.0278
54 N -2.2531 -0.7935 4.6282
55 C -1.0952 -1.6380 4.2670
56 C 0.2314 -0.9672 4.6341
57 C 0.6572 0.2114 3.7584
58 N -0.1457 1.4044 4.0479
59 C 0.5221 -0.1582 2.2892
60 C -0.8341 -0.7329 1.9038
61 N -1.9630 0.2566 2.0594
62 C -1.1509 -1.9469 2.7699
63 H -2.0996 -0.3352 5.5183
64 H -3.0831 -1.3666 4.7300
65 H -2.2412 0.2819 3.0551
66 H -1.1351 -2.5865 4.8121
67 H 1.0123 -1.7289 4.5667
68 H 0.2045 -0.6523 5.6829
69 H 1.7233 0.3840 3.9558
70 H 0.1667 2.1821 3.4740
71 H -0.0286 1.6905 5.0136
72 H 1.2622 -0.9300 2.0671
73 H 0.8620 0.6470 1.6275
74 H -0.8227 -0.9937 0.8470
75 H -2.7222 -0.0313 1.4358
76 H -1.7437 1.1792 1.6809
77 H -0.4233 -2.7269 2.5372
78 H -2.1352 -2.3495 2.5107
79 C 4.5385 -0.8619 2.1002
80 C 5.8736 -1.5947 1.7895
81 N 5.7334 -2.3815 0.5650
82 C 4.6671 -3.3646 0.7466
83 C 3.3315 -2.6356 1.0577
84 N 3.5393 -1.1827 1.0738
85 C 4.0518 -0.7585 -0.2317
86 C 5.3861 -1.4937 -0.5428
87 H 4.6705 0.2226 2.1165
88 H 4.1350 -1.1596 3.0717
89 H 6.1541 -2.2710 2.5984
90 H 6.6936 -0.8884 1.6526
91 H 4.9546 -4.0347 1.5578
92 H 4.5916 -3.9624 -0.1629
93 H 2.9333 -2.9322 2.0325
94 H 2.5690 -2.8615 0.3087
95 H 4.1912 0.3258 -0.2008
96 H 3.2900 -0.9748 -0.9868
97 H 6.2060 -0.7870 -0.6819
98 H 5.3102 -2.0928 -1.4516

Löwdin charges, unit e, in atom order: 1.07 -0.10 -0.21 -0.19 -0.19 -0.24 -0.20 -0.20 -0.30 -0.08 0.10 0.10 0.06 0.14 0.14 0.14 0.12 0.14 0.14 0.14 0.14 0.10 0.08 0.10 0.73 -0.69 -0.11 -0.02 -0.28 -0.03 -0.12 0.08 0.09 -0.26 -0.04 -0.02 -0.48 -0.30 -0.18 0.05 -0.14 -0.04 0.00 -0.10 0.10 0.12 0.12 0.10 0.12 0.11 0.09 0.11 0.11 0.04 -0.35 -0.10 -0.37 0.06 -0.11 -0.26 0.20 -0.09 0.09 0.10 0.10 0.14 0.13 0.12 0.14 0.08 0.09 0.11 0.08 0.11 0.15 0.10 0.13 0.13 -0.16 -0.15 -0.16 -0.15 -0.16 -0.18 -0.16 -0.15 0.11 0.11 0.12 0.12 0.12 0.12 0.11 0.10 0.10 0.11 0.12 0.12

***

[2]
Formula: C13H30AsFeN2O3S2
Source: the OMol25 dataset
Level of theory: ωB97M-V/def2-TZVPD

Properties
DFT total energy: -5144.30437 Eh
spin multiplicity: 5
net charge: +1
energy relative to the best compared isomer or geometry (same formula, charge and spin): 1.3 kcal per mole
E_HOMO (spin up / spin down): -11.540 / -11.557 eV
E_LUMO (spin up / spin down): -2.17 / -2.45 eV
frontier orbital gap (spin up / spin down): 9.4 / 9.1 eV

CARTESIAN COORDINATES (ANGSTROEM)
1 Fe 0.0969 -0.1140 -0.2370
2 C -0.9369 -3.0674 1.0405
3 C -1.0805 -2.0403 2.1746
4 N -1.3613 -0.6997 1.6584
5 C -2.7714 -0.3799 1.4524
6 C -3.3964 -1.0092 0.2086
7 S -2.4171 -0.7960 -1.3380
8 C -1.9615 -2.5088 -1.8041
9 C -0.5470 -2.9330 -1.4003
10 N -0.1768 -2.4856 -0.0629
11 H -0.4569 -3.9668 1.4422
12 H -1.9208 -3.3577 0.6790
13 H -1.8630 -2.3751 2.8699
14 H -0.1356 -1.9919 2.7184
15 H -0.9877 -0.0236 2.3163
16 H -3.3831 -0.6879 2.3154
17 H -2.8452 0.7064 1.3685
18 H -3.5794 -2.0723 0.3343
19 H -4.3527 -0.5170 0.0273
20 H -2.7281 -3.1630 -1.3911
21 H -2.0422 -2.5401 -2.8908
22 H -0.4858 -4.0263 -1.4914
23 H 0.1735 -2.4849 -2.0902
24 H 0.8160 -2.6479 0.0840
25 C 2.9247 -0.9094 2.3154
26 C 3.0169 -0.0498 1.0563
27 C 4.4507 0.2848 0.6776
28 O 2.3516 -0.7567 -0.0046
29 C 2.2368 1.2912 1.3831
30 O 2.7683 2.1044 2.1012
31 O 1.0757 1.3658 0.8621
32 H 3.4662 -1.8416 2.1812
33 H 1.8800 -1.1327 2.5212
34 H 3.3481 -0.3674 3.1551
35 H 5.0542 -0.6188 0.6213
36 H 4.8692 0.9496 1.4283
37 H 4.4860 0.7963 -0.2845
38 H 2.8125 -0.5474 -0.8280
39 C -1.2461 3.2425 -3.3683
40 As -0.1708 2.6413 -1.8567
41 C -1.4606 2.6957 -0.3913
42 C 1.1204 4.0562 -1.4916
43 S 0.7369 0.8177 -2.4422
44 H -1.7193 4.1961 -3.1391
45 H -2.0127 2.4891 -3.5613
46 H -0.6292 3.3466 -4.2620
47 H -1.8275 3.7194 -0.3152
48 H -0.9759 2.4162 0.5433
49 H -2.2915 2.0267 -0.6214
50 H 0.5853 4.9918 -1.3216
51 H 1.7966 4.1726 -2.3424
52 H 1.6965 3.8017 -0.5999

Löwdin charges, unit e, in atom order: 0.55 -0.17 -0.17 -0.11 -0.26 -0.40 0.88 -0.41 -0.26 -0.13 0.14 0.10 0.13 0.11 0.12 0.13 0.11 0.07 0.08 0.08 0.08 0.13 0.11 0.12 0.01 -0.50 0.00 -0.10 -0.62 0.09 -0.16 0.09 0.06 0.10 0.09 0.10 0.10 0.08 -0.25 0.75 -0.23 -0.22 0.23 0.04 0.04 0.04 0.05 0.02 0.01 0.05 0.05 0.04

***

[3]
Formula: C15H25NO2
Source: the OMol25 dataset
Level of theory: ωB97M-V/def2-TZVPD

Properties
DFT total energy: -791.27044 Eh
energy relative to the best compared isomer or geometry (same formula, charge and spin): 350.8 kcal per mole
E_HOMO: -8.267 eV
E_LUMO: 0.74 eV
frontier orbital gap: 9.0 eV

CARTESIAN COORDINATES (ANGSTROEM)
1 C -0.0756 1.4667 -4.6453
2 H 0.4275 2.5280 -4.9560
3 H 0.5351 1.0659 -3.9740
4 H 0.1007 0.8833 -5.5102
5 C -1.3448 1.8621 -4.1571
6 C -1.6071 2.5810 -2.9474
7 C -1.9987 3.8832 -3.0273
8 C -1.8268 4.7890 -2.1357
9 C -1.6244 4.2500 -0.8466
10 C -1.4518 2.9810 -0.6620
11 C -1.3130 1.8961 -1.8688
12 O -0.9137 0.6510 -1.7059
13 C -0.7892 0.3341 -0.3200
14 C -0.6099 -1.3876 -0.7207
15 C -0.3588 -2.0704 0.6479
16 C 0.6573 -1.8308 1.5770
17 C 0.8086 -2.5607 2.8058
18 N 1.9317 -2.2353 3.6044
19 H 2.8909 -2.2240 2.8250
20 C 2.1134 -3.0580 4.7553
21 C 2.9663 -4.3278 4.5763
22 O 4.0471 -4.4239 3.9717
23 H 4.6581 -3.7640 4.4127
24 H 2.1436 -5.1020 3.9238
25 H 3.1960 -4.8655 5.3643
26 H 1.2160 -3.0510 5.1735
27 H 2.8108 -2.2228 5.5295
28 H 1.0465 -3.7841 2.2105
29 H -0.0884 -2.6871 3.4087
30 H 1.5619 -1.8186 0.8871
31 H 0.7334 -0.7765 1.7436
32 H -1.2570 -1.9248 1.2627
33 H -0.4485 -3.2011 0.3530
34 H 0.3494 -1.3517 -1.1204
35 H -1.3972 -1.7063 -1.1838
36 H -1.7692 0.1561 0.0380
37 H 0.1427 0.7124 0.0303
38 H -1.5127 2.4329 0.3614
39 H -1.7999 4.8630 -0.0024
40 H -2.2032 5.6175 -2.2562
41 H -2.2212 4.3497 -4.1716
42 H -2.0367 0.4697 -3.9260
43 H -1.9814 2.0523 -4.9905

Löwdin charges, unit e, in atom order: -0.13 0.15 0.02 0.07 -0.25 -0.28 -0.07 -0.09 -0.11 0.01 -0.20 -0.07 -0.08 -0.04 -0.29 -0.35 -0.29 -0.12 0.23 -0.22 -0.44 -0.01 0.15 0.18 0.06 0.05 0.18 0.19 0.12 0.15 0.11 0.12 0.15 0.08 0.05 0.12 0.12 0.12 0.10 0.02 0.19 0.21 0.09

***

- What is the DFT total energy in the first record?
  -4624.92614 Eh